No. 1
Entry from the Open Molecules 2025 dataset: 2 unconnected molecules or ions with the total composition C7H13O at a distorted geometry (wB97M-V/def2-TZVPD).

As for the expectation value of S²: 0.76. The LUMO energy (alpha / beta) is 6.86 / 6.77 eV. For the HOMO energy (alpha / beta), the calculation gives 0.0838 / 0.0603 hartree. As for the molecular weight: 113.2 g mol⁻¹.

ORCA input file:
```
! wB97M-V def2-TZVPD RIJCOSX def2/J DEFGRID3
* xyz -2 2
C -2.440 -0.787 0.221
O -3.080 -1.683 1.008
C -1.103 -1.346 -0.376
C -0.314 -0.452 -1.308
C 0.443 0.582 -0.976
C 1.135 1.514 -1.913
C 0.916 1.051 0.341
C 2.174 0.489 0.944
H -2.993 -0.489 -0.685
H -2.186 0.162 0.753
H -0.497 -1.788 0.422
H -1.446 -2.231 -0.921
H -0.295 -0.728 2.800
H -0.567 -0.517 -2.366
H 2.073 1.343 -2.436
H 0.879 2.570 -1.839
H 0.651 2.053 0.638
H -0.948 -0.714 2.450
H 2.895 1.251 1.273
H 2.712 -0.096 0.178
H 1.992 -0.184 1.793
*
```


No. 2
Entry from the Open Molecules 2025 dataset: a molecular structure, C7H13O5Rb at a distorted geometry (wB97M-V/def2-TZVPD).

As for the expectation value of S²: 0.76. The LUMO energy (alpha / beta) is -3.37 / -7.39 eV. For the HOMO energy (alpha / beta), the calculation gives -0.4444 / -0.4443 hartree. As for the molecular weight: 262.6 g mol⁻¹.

ORCA input file:
```
! wB97M-V def2-TZVPD RIJCOSX def2/J DEFGRID3
* xyz 1 2
Rb 1.639 -0.128 -0.297
O 1.282 -3.929 2.314
C 1.508 -3.894 1.019
O 2.235 -4.759 0.495
O 1.062 -2.973 0.332
H 1.691 -4.793 2.395
C -2.370 -2.378 0.501
C -2.462 -2.448 -0.957
O -3.557 -2.530 -1.491
C -1.163 -2.589 -1.815
H -3.354 -2.017 0.797
H -1.581 -1.707 0.842
H -2.170 -3.350 0.954
H -0.374 -2.051 -1.289
H -1.272 -2.066 -2.765
H -0.909 -3.649 -1.848
C 2.217 4.782 -0.046
C 1.037 3.911 0.011
O 1.091 2.687 -0.029
C -0.277 4.612 0.227
H 2.403 5.179 -1.044
H 3.120 4.225 0.206
H 2.077 5.611 0.647
H -0.657 4.992 -0.722
H -0.287 5.431 0.947
H -0.928 3.831 0.617
*
```


No. 3
Entry from the Open Molecules 2025 dataset: C7H14 in the gas phase (wB97M-V/def2-TZVPD).

As for the SMILES: CC(C)CC1CC1. The LUMO energy is 1.23 eV. For the HOMO energy, the calculation gives -0.3705 hartree. As for the molecular weight: 98.2 g mol⁻¹.

ORCA input file:
```
! wB97M-V def2-TZVPD RIJCOSX def2/J DEFGRID3
* xyz 0 1
C 0.931 -0.112 -1.590
C 0.282 1.016 -0.787
C -0.717 1.771 -1.668
C -0.427 0.544 0.494
C 0.337 -0.424 1.373
C -0.432 -1.280 2.341
C 0.218 -1.904 1.138
H 0.171 -0.777 -2.021
H 1.515 0.303 -2.420
H 1.601 -0.722 -0.977
H 1.079 1.714 -0.490
H -0.250 2.125 -2.594
H -1.545 1.105 -1.948
H -1.148 2.636 -1.150
H -0.690 1.433 1.086
H -1.384 0.073 0.220
H 1.310 -0.072 1.716
H -0.005 -1.481 3.319
H -1.515 -1.184 2.339
H -0.425 -2.234 0.326
H 1.094 -2.529 1.293
*
```


No. 4
Entry from the Open Molecules 2025 dataset: C7H14 in the gas phase at a distorted geometry (wB97M-V/def2-TZVPD).

As for the SMILES: C1CCCCCC1. The LUMO energy is 1.09 eV. For the HOMO energy, the calculation gives -0.3459 hartree. As for the molecular weight: 98.2 g mol⁻¹.

ORCA input file:
```
! wB97M-V def2-TZVPD RIJCOSX def2/J DEFGRID3
* xyz 0 1
C -1.717 0.175 0.270
C -1.092 -1.181 -0.190
C 0.271 -1.525 0.499
C 1.510 -0.860 0.005
C 1.408 0.584 -0.589
C 0.456 1.576 0.097
C -1.030 1.436 -0.264
H -1.742 0.216 1.369
H -2.772 0.208 -0.052
H -1.806 -1.966 0.063
H -1.016 -1.154 -1.287
H 0.096 -1.448 1.569
H 1.076 -2.483 0.774
H 2.080 -1.536 0.930
H 2.101 -1.437 -0.700
H 2.418 0.997 -0.603
H 1.121 0.525 -1.665
H 0.580 1.481 1.182
H 0.765 2.598 -0.166
H -1.139 1.474 -1.359
H -1.568 2.318 0.118
*
```


No. 5
Entry from the Open Molecules 2025 dataset: C7H14 in the gas phase (wB97M-V/def2-TZVPD).

The LUMO energy is 0.61 eV. For the HOMO energy, the calculation gives -0.3016 hartree. As for the molecular weight: 98.2 g mol⁻¹.

ORCA input file:
```
! wB97M-V def2-TZVPD RIJCOSX def2/J DEFGRID3
* xyz 0 1
C 1.563 0.946 0.393
C 0.186 1.413 -0.083
C 0.309 2.261 -1.348
C -0.744 0.222 -0.330
C -1.250 -0.499 0.857
C -1.482 -1.928 0.548
C -0.041 -2.404 0.898
H 2.033 0.284 -0.346
H 2.234 1.800 0.545
H 1.493 0.402 1.342
H -0.266 2.014 0.716
H 0.948 3.135 -1.182
H 0.750 1.675 -2.165
H -0.672 2.617 -1.684
H -1.726 0.605 -0.686
H -0.365 -0.409 -1.160
H 0.389 -1.767 1.684
H -2.211 -2.411 1.206
H -1.700 -2.187 -0.501
H 0.608 -2.344 0.019
H -0.054 -3.428 1.277
*
```


No. 6
Entry from the Open Molecules 2025 dataset: C7H14 in the gas phase (wB97M-V/def2-TZVPD).

As for the SMILES: C[C@@H]1[C@H](C)C1(C)C. The LUMO energy is 1.05 eV. For the HOMO energy, the calculation gives -0.3424 hartree. As for the molecular weight: 98.2 g mol⁻¹.

ORCA input file:
```
! wB97M-V def2-TZVPD RIJCOSX def2/J DEFGRID3
* xyz 0 1
C -1.093 1.621 0.885
C -0.261 1.133 -0.313
C -0.573 -0.223 -0.906
C -1.651 -1.161 -0.436
C 0.731 -0.017 -0.179
C 1.013 -0.455 1.250
C 1.947 -0.378 -1.038
H -1.660 2.523 0.621
H -0.487 1.868 1.764
H -1.845 0.886 1.208
H -0.030 1.931 -1.018
H -0.441 -0.245 -1.990
H -1.423 -2.169 -0.802
H -2.635 -0.871 -0.819
H -1.708 -1.214 0.655
H 1.498 0.391 1.755
H 1.714 -1.297 1.300
H 0.119 -0.720 1.818
H 1.902 -0.083 -2.092
H 2.910 -0.047 -0.631
H 1.973 -1.474 -1.032
*
```


No. 7
Entry from the Open Molecules 2025 dataset: C7H14 in the gas phase at a distorted geometry (wB97M-V/def2-TZVPD).

As for the SMILES: C/C=C/CCCC. The LUMO energy is 1.19 eV. For the HOMO energy, the calculation gives -0.3231 hartree. As for the molecular weight: 98.2 g mol⁻¹.

ORCA input file:
```
! wB97M-V def2-TZVPD RIJCOSX def2/J DEFGRID3
* xyz 0 1
C 0.557 2.988 -1.801
C -0.092 1.662 -1.781
C -0.638 0.954 -0.708
C -0.769 -0.624 -0.619
C 0.503 -1.291 0.084
C 0.594 -1.264 1.603
C -0.576 -1.961 2.294
H 0.441 3.707 -1.011
H 0.345 3.554 -2.733
H 1.680 2.822 -1.875
H -0.078 1.139 -2.773
H -0.805 1.500 0.302
H -0.936 -0.867 -1.712
H -1.637 -0.908 -0.116
H 0.514 -2.325 -0.276
H 1.372 -0.760 -0.224
H 0.629 -0.193 2.016
H 1.550 -1.672 1.910
H -0.719 -3.049 1.956
H -0.441 -2.004 3.355
H -1.494 -1.407 2.110
*
```


No. 8
Entry from the Open Molecules 2025 dataset: C7H14 in the gas phase at a distorted geometry (wB97M-V/def2-TZVPD).

As for the SMILES: C=C(CC)CCC. The LUMO energy is 1.11 eV. For the HOMO energy, the calculation gives -0.3359 hartree. As for the molecular weight: 98.2 g mol⁻¹.

ORCA input file:
```
! wB97M-V def2-TZVPD RIJCOSX def2/J DEFGRID3
* xyz 0 1
C -1.541 -1.110 -0.303
C -0.441 -0.538 0.148
C -0.122 -0.499 1.619
C -0.303 -2.039 2.258
C 0.577 0.107 -0.735
C 0.068 1.507 -1.157
C 1.133 2.299 -1.918
H -1.883 -1.350 -1.322
H -2.344 -1.538 0.143
H -0.717 0.271 2.221
H 0.887 -0.133 1.761
H -0.128 -2.087 3.353
H -1.351 -2.488 2.234
H 0.299 -2.771 1.758
H 0.863 -0.791 -1.444
H 1.559 0.408 -0.210
H -0.450 2.108 -0.405
H -0.776 1.367 -1.901
H 1.849 1.775 -2.579
H 2.174 2.252 -1.257
H 0.645 3.252 -2.263
*
```


No. 9
Entry from the Open Molecules 2025 dataset: C7H14 in the gas phase at a distorted geometry (wB97M-V/def2-TZVPD).

As for the SMILES: C/C=C/CCCC. The LUMO energy is 1.16 eV. For the HOMO energy, the calculation gives -0.3253 hartree. As for the molecular weight: 98.2 g mol⁻¹.

ORCA input file:
```
! wB97M-V def2-TZVPD RIJCOSX def2/J DEFGRID3
* xyz 0 1
C 2.912 0.790 -2.201
C 2.067 -0.068 -1.306
C 0.932 0.347 -0.647
C 0.006 -0.253 0.433
C -1.333 -0.360 -0.120
C -2.331 0.067 1.000
C -1.963 -0.511 2.417
H 3.014 1.819 -2.095
H 2.542 0.558 -3.252
H 3.824 0.321 -1.984
H 2.539 -1.080 -1.121
H 0.560 1.306 -0.755
H 0.098 0.213 1.445
H 0.357 -1.130 0.899
H -1.540 0.177 -0.905
H -1.452 -1.386 -0.378
H -3.345 -0.116 0.911
H -2.243 1.169 1.092
H -1.400 0.111 3.188
H -3.012 -0.441 2.936
H -1.686 -1.595 2.558
*
```


No. 10
Entry from the Open Molecules 2025 dataset: 2 unconnected molecules or ions with the total composition C7H14 at a distorted geometry (wB97M-V/def2-TZVPD).

As for the SMILES: C=CC[C@@H](C)C=C.[H][H]. The LUMO energy is 1.21 eV. For the HOMO energy, the calculation gives -0.3511 hartree. As for the molecular weight: 98.2 g mol⁻¹.

ORCA input file:
```
! wB97M-V def2-TZVPD RIJCOSX def2/J DEFGRID3
* xyz 0 1
C -2.318 0.480 1.294
C -1.955 0.135 0.071
C -0.822 0.705 -0.689
C 0.188 -0.385 -1.081
C 1.363 0.184 -1.868
C 0.582 -1.118 0.163
C 1.750 -1.146 0.760
H -1.831 1.269 1.835
H -3.197 0.074 1.768
H -2.547 -0.594 -0.469
H -1.196 1.206 -1.584
H -0.333 1.471 -0.084
H -0.336 -1.108 -1.725
H 1.908 0.933 -1.280
H 2.069 -0.603 -2.156
H 1.011 0.673 -2.783
H -0.146 -1.730 0.643
H 2.004 -1.752 1.611
H 2.558 -0.618 0.306
H 0.471 1.227 2.868
H 0.776 0.699 2.400
*
```


No. 11
Entry from the Open Molecules 2025 dataset: 3 unconnected molecules or ions with the total composition C7H14 (wB97M-V/def2-TZVPD).

As for the SMILES: C=C1CC1.[H][H].C=CC. The LUMO energy is 1.21 eV. For the HOMO energy, the calculation gives -0.3460 hartree. As for the molecular weight: 98.2 g mol⁻¹.

ORCA input file:
```
! wB97M-V def2-TZVPD RIJCOSX def2/J DEFGRID3
* xyz 0 1
C 1.333 0.967 0.520
C 0.414 0.996 1.458
C 0.078 0.864 2.879
C -0.935 1.405 1.866
H 2.342 0.606 0.710
H 1.109 1.319 -0.482
H -0.112 -0.118 3.308
H 0.551 1.568 3.559
H -1.174 2.465 1.870
H -1.773 0.757 1.624
H -1.220 -1.282 0.722
H -0.994 -1.429 1.414
C -1.135 -1.466 -1.716
C 0.076 -0.927 -1.830
C 0.410 0.175 -2.793
H -1.982 -1.080 -2.278
H -1.325 -2.317 -1.069
H 0.894 -1.323 -1.228
H 0.883 -0.244 -3.688
H -0.491 0.714 -3.103
H 1.117 0.899 -2.378
*
```


> Which of these has the highest molecular weight?

C7H13O5Rb


> Which formula does entry 9 have?

C7H14


What did the sixth record say?
Entry from the Open Molecules 2025 dataset: C7H14 in the gas phase (wB97M-V/def2-TZVPD).

As for the SMILES: C[C@@H]1[C@H](C)C1(C)C. The LUMO energy is 1.05 eV. For the HOMO energy, the calculation gives -0.3424 hartree. As for the molecular weight: 98.2 g mol⁻¹.

ORCA input file:
```
! wB97M-V def2-TZVPD RIJCOSX def2/J DEFGRID3
* xyz 0 1
C -1.093 1.621 0.885
C -0.261 1.133 -0.313
C -0.573 -0.223 -0.906
C -1.651 -1.161 -0.436
C 0.731 -0.017 -0.179
C 1.013 -0.455 1.250
C 1.947 -0.378 -1.038
H -1.660 2.523 0.621
H -0.487 1.868 1.764
H -1.845 0.886 1.208
H -0.030 1.931 -1.018
H -0.441 -0.245 -1.990
H -1.423 -2.169 -0.802
H -2.635 -0.871 -0.819
H -1.708 -1.214 0.655
H 1.498 0.391 1.755
H 1.714 -1.297 1.300
H 0.119 -0.720 1.818
H 1.902 -0.083 -2.092
H 2.910 -0.047 -0.631
H 1.973 -1.474 -1.032
*
```